Formula: C4H5ClN2O
Source: the OMol25 dataset
Level of theory: ωB97M-V/def2-TZVPD

Calculated values
Net charge: 0
Orbital gap: 9.99 eV
Structure (SMILES): O=CCCN1N=C1Cl
LUMO: 0.0290 hartree
E_HOMO: -9.196 eV
Energy relative to the best compared isomer or geometry (same formula, charge and spin): 88.30 kcal per mole

Atoms and positions in Å:
O 0.40061 -0.59420 1.83482
C -0.70000 -0.34753 1.43051
C -1.12702 -0.24917 -0.00455
C -0.02556 -0.50244 -1.03423
N 0.86360 0.63358 -1.26700
N 0.72432 1.83896 -0.28056
C 1.69070 1.04785 -0.24138
Cl 3.09848 0.62527 0.48643
H -1.53579 -0.16741 2.13540
H -1.93687 -0.96777 -0.15423
H -1.54715 0.74856 -0.15776
H -0.48094 -0.69675 -2.00853
H 0.57562 -1.36895 -0.73891

Atom charges from the Löwdin analysis, given in e for atoms 1 to 8: number 1, O, carries 0.038; number 2, C, carries -0.274; number 3, C, carries -0.158; number 4, C, carries -0.209; number 5, N, carries -0.048; number 6, N, carries 0.183; number 7, C, carries -0.933; number 8, Cl, carries 0.813